ORCA calculation (ωB97M-V/def2-TZVPD) on a cluster of 2 separate species, C7H16ClN2O2 in total at a distorted geometry.

The total charge is +1. Its HOMO energy is -12.70 eV. Its energy is -27108.3663 eV.

Element x y z (Å)
C1 3.57798 -0.64090 0.47665
N1 3.66984 0.47396 -0.46530
C2 5.00118 1.09673 -0.61965
C3 2.57309 0.83304 -1.10186
Cl1 2.62375 1.92207 -2.38352
H1 4.54079 -0.73374 0.98847
H2 2.77828 -0.43457 1.19876
H3 3.34265 -1.58338 -0.03706
H4 5.63665 0.62117 0.13449
H5 5.44881 0.92255 -1.60495
H6 4.95674 2.17166 -0.42946
H7 1.71710 0.15738 -1.10067
C4 -4.46245 -2.32566 1.12318
C5 -4.38685 -0.90986 0.61382
O1 -2.98779 -0.67150 0.21874
C6 -2.77354 0.60055 -0.16502
C7 -1.33864 0.85808 -0.68068
N2 -0.30881 0.74999 0.34629
O2 -3.62581 1.46317 -0.11534
H8 -5.48791 -2.54498 1.42038
H9 -4.17379 -3.03855 0.34669
H10 -3.82406 -2.45318 2.00091
H11 -5.04133 -0.75429 -0.25892
H12 -4.66767 -0.18208 1.38781
H13 -1.19076 0.09507 -1.46260
H14 -1.42379 1.87265 -1.10163
H15 0.51562 1.26560 0.06757
H16 -0.68926 1.16903 1.20289